(1)
DFT (ωB97M-V with the def2-TZVPD basis set) results for C34H28BrN8O6PdS3 as an isolated structure at a distorted geometry.

Atoms and positions in Å:
Pd 0.254 0.572 -0.364
O 0.095 0.424 3.068
C -0.945 1.328 3.147
C -0.929 2.223 4.205
C -1.947 3.155 4.342
C -2.996 3.176 3.430
C -3.001 2.261 2.389
C -1.975 1.337 2.217
C -2.081 0.291 1.124
O -0.847 -0.381 0.887
N -2.696 0.776 -0.085
N -1.796 1.412 -0.888
C -2.101 1.776 -2.058
C -1.115 2.322 -2.999
Br 0.722 1.921 -2.687
C -1.397 2.981 -4.118
C -2.717 3.513 -4.540
C -2.933 3.690 -5.904
C -4.143 4.177 -6.375
C -5.149 4.513 -5.480
C -4.933 4.375 -4.116
C -3.724 3.884 -3.647
H -0.087 -0.147 2.291
H -0.126 2.164 4.930
H -1.929 3.851 5.171
H -3.800 3.892 3.529
H -3.818 2.261 1.678
H -2.789 -0.467 1.475
H -3.323 0.143 -0.562
H -3.116 1.662 -2.436
H -0.585 3.150 -4.817
H -2.146 3.427 -6.602
H -4.296 4.302 -7.439
H -6.091 4.903 -5.842
H -5.701 4.667 -3.411
H -3.552 3.851 -2.579
O -1.030 -0.865 -1.948
C -0.015 -1.550 -2.072
O 1.027 -1.234 -1.372
C 0.080 -2.710 -2.985
C 1.332 -3.125 -3.410
C 1.481 -4.197 -4.302
C 0.328 -4.808 -4.708
O 0.213 -5.861 -5.561
C -1.192 -6.164 -5.640
O -1.885 -5.188 -4.843
C -0.919 -4.402 -4.279
C -1.093 -3.352 -3.429
H 2.208 -2.604 -3.046
H 2.450 -4.526 -4.653
H -1.367 -7.157 -5.233
H -1.513 -6.083 -6.674
H -2.070 -3.024 -3.104
S 3.294 -5.271 1.699
C 3.108 -3.671 1.594
S 2.458 -2.821 0.243
C 2.614 -1.319 1.065
N 3.102 -1.462 2.325
N 3.388 -2.709 2.588
C 3.867 -2.993 3.925
C 3.129 -2.490 4.983
C 3.563 -2.748 6.273
C 4.716 -3.498 6.480
C 5.444 -3.983 5.401
C 5.019 -3.734 4.104
S 2.368 0.286 0.588
H 2.233 -1.912 4.793
H 2.996 -2.372 7.115
H 5.047 -3.707 7.489
H 6.348 -4.554 5.565
H 5.580 -4.094 3.252
N 2.953 4.467 3.767
C 2.261 3.456 3.222
N 2.219 2.291 3.856
N 1.661 3.720 2.070
C 1.025 2.886 1.338
N 0.405 2.330 0.518
H 3.519 4.340 4.586
H 3.057 5.309 3.228
H 2.704 2.161 4.726
H 1.597 1.554 3.536

Force components x, y, z for each atom (eV/Å):
1.4 -0.2 -0.8
-0.1 0.6 0.7
0.4 -0.6 0.1
-0.1 0.2 0.2
0.0 -0.1 0.0
0.1 0.0 0.0
0.0 0.1 -0.2
-0.3 0.3 -0.2
-0.4 0.0 0.0
0.0 -0.3 0.0
0.0 0.5 0.1
0.1 -0.4 -0.2
0.0 0.4 -0.4
-0.5 -0.4 0.4
0.3 -0.3 0.3
-0.5 0.4 -0.4
0.4 -0.2 0.2
-0.1 0.0 -0.2
0.1 0.0 0.0
0.0 0.0 0.0
0.1 0.0 0.0
0.0 0.1 0.1
0.1 0.0 0.0
-0.1 0.0 0.0
0.0 0.0 0.0
0.0 0.0 0.0
0.0 0.0 0.0
0.3 -0.3 0.1
0.2 -0.2 -0.1
0.0 0.0 -0.1
0.0 0.1 0.0
0.0 0.0 0.0
0.0 0.0 0.0
0.0 0.0 0.0
0.0 0.0 0.0
0.0 0.0 0.0
-0.8 -0.4 -0.6
-0.1 0.0 0.2
-0.6 0.7 0.3
0.1 0.0 0.0
0.2 -0.3 -0.2
0.2 0.3 0.3
0.3 -0.3 -0.3
-0.3 0.0 0.0
0.2 0.4 0.2
0.2 -0.2 -0.2
-0.5 0.0 0.0
0.1 0.3 0.2
0.0 0.0 0.0
0.0 0.0 0.0
0.0 -0.1 0.0
-0.1 0.0 -0.1
0.0 0.0 0.0
0.1 -0.5 0.1
0.2 0.7 0.7
-0.1 -0.2 -0.6
0.6 -0.2 2.5
-1.2 0.9 -2.0
0.3 -0.8 0.0
-0.2 0.0 -0.6
0.1 0.0 0.1
0.1 0.0 0.0
0.0 0.0 0.0
0.0 0.0 0.0
0.1 0.0 0.1
0.2 0.3 -0.6
0.0 0.0 0.0
0.0 0.0 0.0
0.0 0.0 0.0
0.0 0.0 0.0
-0.1 0.0 0.0
0.0 0.0 -0.1
0.1 0.1 0.2
0.0 -0.1 -0.1
-0.1 -0.2 -0.2
0.0 0.7 0.0
0.0 0.2 0.8
0.0 0.0 0.0
0.0 0.0 0.0
0.0 0.0 0.0
0.1 -0.2 -0.1

LUMO (spin up / spin down) ... -5.1 / -5.1 eV
Energy above the lowest of the compared OMol25 structures with the same formula, charge and spin ... 1.723 eV
Net charge ... +1

Mulliken population analysis, charges in e, atoms 1 to 4: 0.35 -0.67 0.01 -0.27

(2)
DFT (ωB97M-V with the def2-TZVPD basis set) results for a 5-piece molecular cluster, C4H17NO6S overall at a distorted geometry.

Atoms and positions in Å:
O 2.171 -2.035 -1.864
C 1.500 -1.060 -1.654
C 0.781 -0.920 -0.302
C 1.834 -1.004 0.854
S 3.280 0.003 0.552
N -0.174 -1.925 -0.052
C -1.480 -1.594 -0.564
O -1.943 -0.429 0.120
H 1.317 -0.338 -2.463
H 0.383 0.085 -0.290
H 1.303 -0.791 1.783
H 2.206 -2.035 0.797
H 3.620 0.056 1.860
H 0.173 -2.847 -0.293
H -1.446 -1.301 -1.620
H -2.231 -2.376 -0.467
H -1.609 -0.421 1.009
H -3.316 1.322 -1.929
H -2.130 0.521 -1.544
O -2.450 1.075 -2.267
H 0.732 3.426 1.569
H -0.358 3.099 0.564
O -0.088 2.929 1.484
H 0.571 1.712 -1.190
H -0.508 2.128 -1.976
O 0.030 2.508 -1.261
H -0.754 -0.547 3.573
H -0.877 0.832 2.804
O -0.537 -0.072 2.769

Force components x, y, z for each atom (eV/Å):
-0.3 0.8 0.1
0.7 -2.2 -0.7
0.9 0.8 0.8
0.4 -0.6 -0.6
-0.3 0.1 0.6
0.0 0.4 -1.2
-1.3 1.1 0.6
-0.1 -0.4 -1.5
0.0 0.4 0.1
-0.8 0.0 0.3
0.4 0.0 0.1
-0.1 -0.1 0.1
0.0 0.3 -0.2
-0.1 -0.3 0.3
0.1 -0.3 -0.1
0.4 -0.5 0.2
0.3 -0.1 1.3
-0.2 0.3 -0.2
-0.1 0.3 0.2
0.3 -0.3 0.1
-0.1 0.0 0.2
0.0 -0.2 0.2
0.0 -0.1 -0.2
0.7 0.5 0.7
-1.0 1.0 -0.1
0.1 -1.3 -0.9
-0.3 0.3 0.2
0.1 0.1 0.3
0.1 -0.2 -0.8

LUMO (spin up / spin down) ... -4.2 / -9.0 eV
<S²> ... 0.7563
Multiplicity ... 2
Net charge ... +1

natural (NBO) population analysis, charges in e, atoms 1 to 4: -0.41 0.39 -0.16 -0.56

(3)
DFT (ωB97M-V with the def2-TZVPD basis set) results for one molecule with the formula C2H3NO3S at a distorted geometry.

Atoms and positions in Å:
C -0.710 -0.457 -0.552
C -0.458 0.246 0.785
H 1.508 0.064 0.205
H 0.322 0.126 -2.391
H 0.372 -0.135 2.330
N 0.334 -0.232 -1.346
O 1.298 0.625 -0.801
O 0.500 -0.455 1.442
O -1.048 1.185 1.245
S -2.119 -0.967 -0.917

Force components x, y, z for each atom (eV/Å):
1.6 3.2 0.5
-1.4 -0.1 -0.2
-0.1 2.5 -4.2
-0.8 -1.8 2.7
0.7 0.2 1.3
1.5 1.3 -3.7
1.6 -2.2 4.6
-0.2 -0.1 0.3
0.7 -1.1 -0.4
-3.5 -1.9 -0.9

LUMO ... 0.0 eV
Energy above the lowest of the compared OMol25 structures with the same formula, charge and spin ... 3.105 eV

natural (NBO) population analysis, charges in e, atoms 1 to 4: -0.12 0.75 0.49 0.42

(4)
DFT (ωB97M-V with the def2-TZVPD basis set) results for C54H37AsN10O4V as an isolated structure at a distorted geometry.

Atoms and positions in Å:
V -0.283 -1.169 -0.332
C 0.722 -3.987 -3.403
C 1.672 -4.786 -2.760
C 1.810 -4.690 -1.400
C 1.011 -3.788 -0.678
N 0.205 -2.919 -1.327
C 0.034 -3.072 -2.657
N 1.026 -3.895 0.693
C 0.127 -3.333 1.433
N -0.875 -2.434 1.100
C -1.728 -2.320 2.226
N -2.802 -1.670 2.443
C -3.719 -1.136 1.540
C -4.518 -0.078 1.991
C -5.493 0.432 1.161
C -5.698 -0.165 -0.076
C -4.915 -1.258 -0.401
N -3.933 -1.732 0.368
C -1.155 -3.132 3.329
C -1.605 -3.372 4.615
C -0.857 -4.233 5.408
C 0.311 -4.824 4.926
C 0.752 -4.581 3.631
C -0.016 -3.741 2.847
H 0.532 -4.078 -4.463
H 2.269 -5.486 -3.331
H 2.494 -5.310 -0.838
H -0.701 -2.428 -3.120
H -4.359 0.305 2.992
H -6.113 1.262 1.480
H -6.460 0.188 -0.758
H -5.085 -1.797 -1.329
H -2.514 -2.905 4.979
H -1.184 -4.451 6.418
H 0.877 -5.485 5.572
H 1.658 -5.028 3.237
O -1.542 -0.831 -1.360
N -2.286 -0.467 -2.379
N -2.102 0.770 -2.690
O -1.415 1.560 -2.007
C -2.513 1.143 -4.024
C -3.407 0.363 -4.753
C -3.647 0.676 -6.080
C -2.997 1.747 -6.681
C -2.139 2.537 -5.933
C -1.905 2.247 -4.595
H -3.891 -0.483 -4.283
H -4.343 0.072 -6.650
H -3.153 1.960 -7.732
H -1.639 3.382 -6.388
H -1.234 2.841 -3.990
O 7.165 -0.441 -1.533
N 6.103 -0.220 -2.133
O 6.080 0.149 -3.324
C 4.888 -0.383 -1.423
C 4.984 -0.580 -0.038
C 3.860 -0.773 0.753
C 3.896 -0.970 2.165
C 2.724 -1.100 2.852
C 1.504 -1.065 2.172
N 1.425 -0.931 0.836
C 2.579 -0.771 0.151
C 2.458 -0.527 -1.264
N 1.188 -0.447 -1.731
C 1.008 -0.235 -3.033
C 2.064 -0.101 -3.914
C 3.362 -0.153 -3.451
C 3.605 -0.347 -2.074
H 5.965 -0.567 0.411
H 4.853 -0.999 2.674
H 2.709 -1.232 3.927
H 0.585 -1.092 2.726
H -0.006 -0.150 -3.396
H 1.859 0.064 -4.965
H 4.196 -0.029 -4.119
C -2.990 5.313 1.617
C -3.434 4.075 2.064
C -2.764 2.922 1.685
C -1.647 2.992 0.860
C -1.233 4.227 0.378
C -1.901 5.384 0.760
As -0.528 1.390 0.668
C 0.178 1.609 2.484
C -0.455 1.280 3.675
C 0.196 1.487 4.883
C 1.480 2.026 4.897
C 2.109 2.371 3.708
C 1.459 2.162 2.497
C 1.996 2.491 1.160
C 3.263 3.004 0.899
C 3.644 3.288 -0.404
C 2.751 3.096 -1.453
C 1.486 2.585 -1.200
C 1.118 2.257 0.097
H -3.487 6.220 1.941
H -4.294 4.012 2.720
H -3.109 1.959 2.037
H -0.387 4.292 -0.292
H -1.556 6.345 0.398
H -1.451 0.846 3.662
H -0.292 1.230 5.815
H 1.990 2.185 5.840
H 3.102 2.804 3.729
H 3.958 3.183 1.712
H 4.636 3.677 -0.603
H 3.048 3.333 -2.467
H 0.781 2.433 -2.006

Force components x, y, z for each atom (eV/Å):
3.3 -0.6 2.6
0.1 -0.2 -0.1
0.0 0.1 0.0
0.0 -0.1 0.1
-0.3 0.0 -0.1
0.4 -0.8 -0.1
-0.1 0.1 0.2
0.2 0.1 -0.1
-0.5 -0.5 -0.1
-0.5 -0.6 1.1
0.2 0.2 -0.1
-0.2 -0.1 -0.1
0.1 -0.1 0.0
0.1 0.1 0.1
0.0 0.0 0.1
0.0 0.0 -0.1
0.2 -0.1 0.0
0.1 0.0 -0.1
0.2 -0.1 -0.1
-0.2 0.1 0.0
0.0 0.0 0.0
0.1 0.0 -0.1
0.1 -0.1 0.0
0.1 0.2 0.0
0.0 0.0 0.0
0.0 0.0 0.0
0.0 0.0 0.0
0.0 0.1 0.0
0.0 0.0 -0.1
0.1 0.0 0.0
0.0 0.0 0.0
0.1 0.0 0.0
0.1 0.0 0.0
0.0 0.0 0.0
0.0 0.0 0.0
-0.1 0.0 0.0
-5.0 1.7 -3.6
0.2 -0.2 -0.5
0.2 -0.7 0.6
0.2 0.5 -0.1
-0.4 0.0 -0.5
0.0 0.0 0.2
0.0 0.0 0.0
0.0 0.0 0.0
0.0 0.0 0.0
0.2 0.0 0.2
0.0 0.0 0.0
0.1 0.0 0.0
0.0 0.0 0.1
0.0 0.0 0.0
0.0 0.0 -0.1
-0.2 0.1 -0.1
-0.1 0.0 0.0
0.0 -0.1 0.3
0.2 0.0 0.0
0.2 0.0 -0.1
-0.1 0.0 0.0
0.0 0.0 0.0
0.0 0.0 0.0
0.0 0.2 -0.3
1.2 0.2 0.5
-0.2 0.0 0.0
-0.1 0.1 0.0
0.6 0.0 0.0
-0.1 0.2 0.0
0.1 0.0 0.0
0.0 0.0 0.1
0.0 0.1 -0.1
0.0 0.0 0.0
0.0 0.0 0.0
0.0 0.0 0.0
-0.2 -0.1 0.0
0.0 -0.1 0.1
0.0 0.0 0.1
0.0 0.0 0.0
0.0 0.0 0.0
0.0 0.1 0.0
0.0 -0.1 -0.1
-0.1 -0.1 -0.1
0.0 0.0 -0.1
0.0 0.0 0.0
0.3 0.7 0.7
-0.1 -0.1 0.1
-0.1 -0.1 -0.1
0.1 0.0 0.0
0.0 0.0 -0.1
0.0 0.0 0.1
0.0 0.0 -0.1
0.0 -0.1 0.1
0.0 0.0 0.0
0.0 0.0 0.0
0.0 0.0 0.0
-0.1 -0.1 0.0
0.0 -0.1 -0.2
0.0 0.0 0.0
0.0 0.0 0.0
0.0 0.0 0.1
0.1 0.0 0.1
0.0 0.0 0.0
0.0 0.0 0.0
0.0 0.0 0.0
0.0 0.0 0.0
0.0 0.0 0.0
0.0 0.0 0.0
0.0 0.0 0.0
0.0 0.0 0.0
0.0 -0.1 -0.1

LUMO (spin up / spin down) ... -0.7 / -0.8 eV
<S²> ... 3.8387
Multiplicity ... 4
Energy above the lowest of the compared OMol25 structures with the same formula, charge and spin ... 1.978 eV

Mulliken population analysis, charges in e, atoms 1 to 4: -0.18 -1.01 -0.33 -1.05